C12H14N2O3Pb | ωB97M-V/def2-TZVPD

Structure (XYZ):
```
32
Properties=species:S:1:pos:R:3
Pb -2.734 -1.463 0.566
C -0.790 -4.756 -0.278
C -0.170 -3.402 -0.218
O -0.818 -2.410 0.257
C 1.100 -3.101 -0.760
C 1.502 -1.789 -0.871
C 2.790 -1.296 -1.475
N 0.680 -0.799 -0.462
N 0.781 0.232 0.173
C -0.429 1.024 0.154
O -1.519 0.442 0.331
C -0.291 2.440 0.091
C 0.968 3.044 0.261
C 1.077 4.416 0.144
C -0.054 5.172 -0.145
C -1.307 4.578 -0.313
C -1.433 3.214 -0.189
H -1.078 -4.997 -1.304
H -0.068 -5.511 0.036
H -1.662 -4.828 0.369
H 1.748 -3.867 -1.160
H 3.481 -2.125 -1.593
H 2.604 -0.853 -2.454
H 3.212 -0.535 -0.818
H 1.835 2.451 0.518
H 2.033 4.900 0.287
H 0.038 6.247 -0.235
H -2.168 5.190 -0.542
H -2.397 2.744 -0.326
O -2.300 -1.563 2.942
H -1.633 -1.054 3.425
H -2.999 -1.746 3.589
```

Computed properties:
**Charge**: +2
**E_LUMO**: -8.03 eV
**Frontier orbital gap**: 0.273 Ha
**ΔE to the lowest compared entry with this formula, charge and spin**: 21.4 kcal/mol
**Molar mass**: 441.46 g/mol
**Multiplicity**: 1
**Total energy**: -993.1366 Ha


C12H14N3O4S4SbW | ωB97M-V/def2-TZVPD

Structure (XYZ):
```
39
Properties=species:S:1:pos:R:3
W 10.427 10.115 7.140
N 8.376 13.814 7.563
C 8.848 12.553 7.405
S 10.441 12.356 6.569
N 8.136 11.590 7.874
N 8.366 10.214 7.736
C 7.227 9.501 7.825
C 6.867 8.091 7.912
C 6.084 7.757 9.009
C 6.091 6.454 9.477
C 6.765 5.469 8.798
C 7.060 5.691 7.471
C 6.873 7.002 6.859
O 6.562 6.923 5.664
H 8.987 14.603 7.240
H 7.396 13.976 7.870
H 6.317 10.157 7.921
H 5.375 8.458 9.490
H 5.627 6.282 10.440
H 6.929 4.553 9.332
H 7.274 4.888 6.785
C 3.067 12.792 5.177
C 2.772 14.161 5.556
C 3.294 15.073 4.541
O 2.195 14.455 6.725
C 6.475 12.668 3.598
O 6.903 13.463 2.824
O 6.202 11.799 4.374
H 2.438 11.976 5.619
H 4.136 12.620 5.317
H 3.085 12.862 4.047
H 2.913 16.115 4.614
H 3.050 14.710 3.550
H 4.382 15.205 4.577
H 2.324 15.394 6.906
S 13.395 7.858 5.739
Sb 11.147 7.556 5.505
S 11.720 9.270 8.701
S 10.167 9.683 4.937
```

Computed properties:
**Charge**: +1
**E_LUMO (alpha / beta)**: -6.09 / -6.09 eV
**Frontier orbital gap (alpha / beta)**: 0.088 / 0.091 Ha
**ΔE to the lowest compared entry with this formula, charge and spin**: 159.2 kcal/mol
**Molar mass**: 698.13 g/mol
**Multiplicity**: 2
**Expectation value of S²**: 0.789
**Total energy**: -2830.5568 Ha


C12H14N4O6 | ωB97M-V/def2-TZVPD

Structure (XYZ):
```
36
Properties=species:S:1:pos:R:3
O -2.150 0.714 -2.827
C -2.386 0.835 -1.633
O -3.578 1.101 -1.176
C -3.533 1.228 0.361
H -4.529 1.224 0.731
C -2.518 0.154 1.154
N -1.150 0.124 0.696
C -1.070 0.643 -0.749
N 0.175 0.621 -1.336
N 1.206 0.540 -0.448
C 2.427 -0.178 -1.015
C 2.707 -0.561 -2.234
C 3.808 -1.042 -2.312
C 4.824 -1.310 -1.634
C 4.700 -0.655 -0.294
C 3.515 -0.338 0.159
N 3.320 0.211 1.620
O 4.345 0.032 2.244
O 2.178 0.767 1.724
H 5.475 -0.960 0.427
H 5.854 -1.611 -1.863
H 4.023 -1.764 -3.537
H 1.781 -0.677 -2.926
H 1.096 0.500 0.481
H 0.200 1.081 -2.456
C -2.596 0.584 2.540
O -1.930 1.866 2.934
H -1.052 1.774 2.336
H -3.452 0.511 3.022
H -1.988 -0.268 3.142
C -3.093 -1.233 0.788
O -3.111 -1.559 -0.429
H -3.921 -1.255 -0.906
H -2.319 -1.885 1.500
H -4.006 -1.354 1.482
H -3.252 2.137 0.432
```

Computed properties:
**E_LUMO**: -0.81 eV
**Frontier orbital gap**: 0.269 Ha
**ΔE to the lowest compared entry with this formula, charge and spin**: 14.8 kcal/mol
**Molar mass**: 310.27 g/mol
**Multiplicity**: 1
**Total energy**: -1135.5848 Ha


C12H14NO2 | ωB97M-V/def2-TZVPD

Structure (XYZ):
```
29
Properties=species:S:1:pos:R:3
C 0.128 -2.516 -1.257
C 0.759 -1.135 -0.913
C 1.476 -1.001 0.249
C 0.661 0.217 -1.524
C 1.382 1.083 -0.696
C 0.218 0.678 -2.734
C 1.896 2.340 -1.063
C 0.872 1.851 -3.334
C 1.735 2.560 -2.492
N 2.019 0.301 0.407
H -0.736 -2.533 -2.010
H -0.175 -2.929 -0.194
H 1.685 -1.816 0.850
H 2.122 0.662 1.274
H -0.526 0.224 -3.393
H 2.259 3.213 -0.460
H 0.390 2.052 -4.375
H 2.202 3.405 -2.861
H 0.977 -2.933 -1.838
C -1.490 -0.716 2.408
C -2.805 -0.337 1.933
C -1.346 -0.147 3.795
O -1.896 0.772 4.377
O -0.281 -0.735 4.287
H -1.262 -1.873 2.472
H -0.639 -0.257 1.763
H -3.433 -0.991 1.236
H -2.570 0.588 1.351
H -3.622 -0.027 2.743
```

Computed properties:
**Charge**: -1
**E_LUMO**: 2.91 eV
**Frontier orbital gap**: 0.231 Ha
**ΔE to the lowest compared entry with this formula, charge and spin**: 100.5 kcal/mol
**Molar mass**: 204.25 g/mol
**Multiplicity**: 1
**Total energy**: -670.8329 Ha


C12H15BF13O6Sn | ωB97M-V/def2-TZVPD

Structure (XYZ):
```
48
Properties=species:S:1:pos:R:3
Sn 1.165 -2.057 -1.102
B 0.912 0.357 -0.700
F 1.615 -0.116 0.352
F 0.809 1.689 -0.728
F 1.694 0.056 -1.858
F -0.223 -0.329 -0.712
C 4.229 0.874 0.352
C 3.729 0.600 -1.072
O 4.584 -0.345 -1.698
C 4.172 -1.520 -2.103
O 2.984 -1.893 -2.138
C 5.336 -2.348 -2.731
F 6.547 -1.733 -2.557
F 5.381 -3.541 -2.165
F 5.083 -2.528 -4.044
H 3.882 1.883 0.575
H 5.303 0.890 0.535
H 3.804 0.062 0.942
H 3.795 1.514 -1.662
H 2.709 0.219 -1.105
C -1.372 1.758 -1.531
C -1.909 0.582 -0.670
O -3.279 0.560 -0.645
C -3.870 -0.623 -0.228
O -3.227 -1.633 0.176
C -5.434 -0.639 -0.411
F -5.933 -0.605 0.837
F -5.912 0.374 -1.124
F -5.744 -1.799 -1.011
H -2.061 2.586 -1.364
H -1.429 1.500 -2.589
H -0.356 2.145 -1.451
H -1.630 0.686 0.379
H -1.481 -0.325 -1.096
C 0.318 0.718 1.505
C -0.445 -0.170 2.456
O -1.636 0.409 2.810
C -2.829 -0.287 2.823
O -2.959 -1.437 2.451
C -4.067 0.651 3.208
F -4.462 0.303 4.438
F -3.842 1.911 3.214
F -5.025 0.297 2.403
H 0.545 1.695 1.932
H -0.270 0.889 0.603
H 1.259 0.244 1.226
H 0.147 -0.411 3.339
H -0.608 -1.115 1.938
```

Computed properties:
**Charge**: +1
**E_LUMO**: -6.72 eV
**Frontier orbital gap**: 0.220 Ha
**ΔE to the lowest compared entry with this formula, charge and spin**: 297.2 kcal/mol
**Molar mass**: 631.74 g/mol
**Multiplicity**: 1
**Total energy**: -2454.5097 Ha


C12H15BrF4N2Te4W | ωB97M-V/def2-TZVPD

Structure (XYZ):
```
39
Properties=species:S:1:pos:R:3
W 2.067 -1.073 0.832
C -2.621 0.779 -1.836
C -1.377 -0.092 -1.680
N -0.099 0.593 -1.866
C 0.116 1.145 -3.207
C -0.224 0.206 -4.351
C 0.172 1.644 -0.894
C -0.135 1.316 0.550
N 0.584 0.191 1.134
C 0.281 -0.173 2.463
C 1.255 -1.097 2.843
F 3.185 -2.518 1.203
C 1.187 -1.665 4.083
F 2.107 -2.564 4.476
C 0.177 -1.325 4.978
C -0.768 -0.408 4.576
F -1.756 -0.059 5.414
C -0.746 0.182 3.316
F -1.714 1.057 2.988
H -3.516 0.171 -1.706
H -2.670 1.236 -2.826
H -2.657 1.581 -1.097
H -1.415 -0.918 -2.392
H -1.360 -0.565 -0.696
H 1.173 1.423 -3.266
H -0.452 2.081 -3.330
H 0.279 -0.755 -4.248
H 0.098 0.656 -5.290
H -1.296 0.020 -4.427
H -0.420 2.546 -1.123
H 1.220 1.933 -0.997
H -1.204 1.140 0.679
H 0.104 2.204 1.146
H 0.128 -1.762 5.965
Te 3.715 0.525 2.332
Te 3.852 0.594 -0.312
Te 0.400 -3.615 -2.237
Te 2.115 -1.648 -1.958
Br 0.216 -2.986 0.762
```

Computed properties:
**E_LUMO (alpha / beta)**: -1.38 / -2.55 eV
**Frontier orbital gap (alpha / beta)**: 0.233 / 0.193 Ha
**ΔE to the lowest compared entry with this formula, charge and spin**: 0.0 kcal/mol
**Molar mass**: 1037.40 g/mol
**Multiplicity**: 3
**Expectation value of S²**: 2.025
**Total energy**: -4688.4423 Ha


What did the sixth record say?
C12H15BrF4N2Te4W | ωB97M-V/def2-TZVPD

Structure (XYZ):
```
39
Properties=species:S:1:pos:R:3
W 2.067 -1.073 0.832
C -2.621 0.779 -1.836
C -1.377 -0.092 -1.680
N -0.099 0.593 -1.866
C 0.116 1.145 -3.207
C -0.224 0.206 -4.351
C 0.172 1.644 -0.894
C -0.135 1.316 0.550
N 0.584 0.191 1.134
C 0.281 -0.173 2.463
C 1.255 -1.097 2.843
F 3.185 -2.518 1.203
C 1.187 -1.665 4.083
F 2.107 -2.564 4.476
C 0.177 -1.325 4.978
C -0.768 -0.408 4.576
F -1.756 -0.059 5.414
C -0.746 0.182 3.316
F -1.714 1.057 2.988
H -3.516 0.171 -1.706
H -2.670 1.236 -2.826
H -2.657 1.581 -1.097
H -1.415 -0.918 -2.392
H -1.360 -0.565 -0.696
H 1.173 1.423 -3.266
H -0.452 2.081 -3.330
H 0.279 -0.755 -4.248
H 0.098 0.656 -5.290
H -1.296 0.020 -4.427
H -0.420 2.546 -1.123
H 1.220 1.933 -0.997
H -1.204 1.140 0.679
H 0.104 2.204 1.146
H 0.128 -1.762 5.965
Te 3.715 0.525 2.332
Te 3.852 0.594 -0.312
Te 0.400 -3.615 -2.237
Te 2.115 -1.648 -1.958
Br 0.216 -2.986 0.762
```

Computed properties:
**E_LUMO (alpha / beta)**: -1.38 / -2.55 eV
**Frontier orbital gap (alpha / beta)**: 0.233 / 0.193 Ha
**ΔE to the lowest compared entry with this formula, charge and spin**: 0.0 kcal/mol
**Molar mass**: 1037.40 g/mol
**Multiplicity**: 3
**Expectation value of S²**: 2.025
**Total energy**: -4688.4423 Ha